1.
C2H2BaO2P | ωB97M-V/def2-TZVPD

Net charge: -1
DFT total energy: -16181.0234 eV
Frontier orbital gap (spin up / spin down): 0.13406 / 0.13405 hartree
HOMO level (spin up / spin down): -0.053 / -0.053 Eh

Structure (XYZ):
```
8
C2H2BaO2P (ωB97M-V/def2-TZVPD)
P -1.028 1.218 -2.031
O -0.071 2.278 -1.181
O -0.997 -0.306 -0.681
C 0.031 -0.923 -0.031
C 0.128 -0.992 1.324
H -0.756 -1.068 1.970
H 1.114 -1.113 1.791
Ba 1.579 0.906 -1.162
```

Atomic partial charges in e from the Mulliken method, atoms 1 to 2: -0.083 -0.706



2.
C2H2Br3NO | ωB97M-V/def2-TZVPD

Energy above the lowest of the compared OMol25 structures with the same formula, charge and spin: 1.4962 eV
DFT total energy: -215767.4746 eV
Frontier orbital gap: 0.37006 hartree
HOMO level: -0.373 Eh

Structure (XYZ):
```
9
C2H2Br3NO (ωB97M-V/def2-TZVPD)
C -0.288 0.263 -1.126
C 0.247 -0.431 2.407
N 0.375 -0.618 -0.813
O 0.954 -1.590 -0.450
Br 0.545 1.451 1.993
Br 0.627 -0.806 4.322
Br -1.541 -0.714 1.923
H 1.101 -0.947 1.799
H -1.008 0.937 -1.097
```

Atomic partial charges in e from the natural (NBO) method, atoms 1 to 2: -0.025 -0.537